This record from the OMol25 dataset describes a structure of composition C16H14BrN3O2S at a distorted geometry. The level of theory is ωB97M-V/def2-TZVPD.

Structure (XYZ):
```
37
C16H14BrN3O2S, DFT ωB97M-V/def2-TZVPD
C -1.20 5.96 1.71
C -0.71 4.49 1.74
C 0.26 4.03 2.76
C 0.59 2.86 2.88
C 0.12 2.03 1.96
C -0.96 2.36 1.16
C -1.44 3.71 1.07
H -1.84 3.91 0.27
H -1.20 1.57 0.54
N 0.44 0.56 2.23
C 0.07 -0.67 1.80
O -0.71 -0.55 0.89
C 0.76 -1.67 1.96
H 0.47 -2.08 3.21
H 1.92 -1.61 2.00
C 0.18 -2.98 1.33
C 0.50 -2.69 -0.28
N -0.06 -3.27 -1.18
C 0.79 -2.88 -2.29
N 1.55 -1.97 -1.80
O 1.68 -1.88 -0.51
C 0.28 -3.09 -3.42
C -0.61 -4.01 -3.96
C -0.79 -4.04 -5.33
C 0.57 -3.27 -6.02
S 1.26 -2.42 -4.98
H 0.40 -2.97 -7.23
H -1.26 -4.75 -5.93
H -1.35 -4.40 -3.31
H 0.76 -3.93 1.56
H -0.68 -3.27 1.39
H 1.27 0.49 2.97
Br 1.84 2.35 4.31
H 0.62 5.04 3.43
H -2.21 6.19 1.94
H -0.93 6.17 0.80
H -0.39 6.68 2.33
```

HOMO-LUMO gap   7.352 eV
Energy relative to the best compared isomer or geometry (same formula, charge and spin)   152.9 kcal/mol
E_HOMO   -7.5 eV

Results of the Mulliken charge analysis, in e, for atoms 1 through 8: -1.417 0.716 0.129 -0.649 0.598 -0.440 -1.039 0.547